A structure of composition C31H40AlBrF5INO3S in a non-equilibrium geometry, computed with ωB97M-V/def2-TZVPD.

frontier orbital gap	7.514	eV
total charge	-1
lowest unoccupied orbital energy	0.0303	hartree
HOMO level	-6.69	eV
strongest force on any atom	0.17007	Eh/bohr

Geometry (Å):
C  -6.3382  -4.2582  -2.0396
C  -6.9075  -3.9762  -0.5038
C  -5.8938  -2.9504  0.3358
C  -5.3881  -3.6210  1.7810
C  -3.7203  -3.4977  1.7514
C  -2.7378  -4.8181  1.4949
Br  -3.5292  -6.6830  1.2494
C  -1.0819  -4.6048  1.4481
C  -0.4654  -3.0863  1.6708
C  -1.4257  -1.7527  1.9260
C  -3.0829  -1.9715  1.9918
C  -4.0212  -0.6350  2.2969
C  -4.1531  -0.5627  3.9534
F  -5.5723  -0.3988  4.3464
N  -0.9302  -0.3395  2.1049
C  -0.6513  0.0318  3.5357
C  0.9166  -0.0128  3.9999
C  0.9351  0.5676  5.5698
O  0.3158  1.7429  5.8526
O  1.5996  -0.1139  6.6907
C  0.1664  0.0457  1.1452
C  1.4208  -0.9896  0.7641
C  2.6186  -0.6478  -0.3018
C  2.5313  0.8466  -1.0397
C  3.7283  1.1397  -2.1548
C  3.6190  0.1508  -3.4858
C  3.8987  0.9974  -4.8979
C  4.7180  -1.0729  -3.4743
C  1.3253  1.9509  -0.6861
C  1.2257  3.4164  -1.3935
I  0.9568  3.1076  -3.5877
C  2.5084  4.4002  -1.2410
C  3.6975  3.9319  -0.2368
C  0.1265  1.5472  0.4085
C  -1.1419  2.5031  0.7968
C  -0.5518  3.8235  1.8394
C  1.1393  3.7236  2.2175
O  -0.0828  3.3975  3.2687
S  1.4059  -2.7007  1.6147
H  -7.2246  -4.2527  -2.8358
H  -5.4897  -3.5144  -2.3634
H  -5.8528  -5.3430  -2.0780
H  -7.9751  -3.4821  -0.6557
H  -6.9617  -5.0338  0.0231
H  -6.4031  -1.9002  0.5476
H  -4.9476  -2.7471  -0.3447
H  -5.8402  -2.9249  2.6242
H  -5.7540  -4.7271  1.9116
H  -0.3426  -5.5150  1.2411
H  -3.4870  0.3723  1.9729
H  -5.0601  -0.6545  1.7558
H  -3.5041  0.2931  4.4236
H  -3.7750  -1.5939  4.3904
H  -1.2239  -0.7607  4.2209
H  -1.1398  1.0696  3.7838
H  1.3631  -1.0933  4.0625
H  1.6401  0.6944  3.4118
H  0.9503  -0.2684  7.4485
H  3.4994  -1.3720  -0.5721
H  4.8110  0.9496  -1.6980
H  3.7132  2.2486  -2.5456
H  2.4954  -0.2343  -3.5844
H  2.8725  1.3216  -5.4011
H  4.4449  0.3278  -5.7179
H  4.5553  1.9590  -4.7279
H  4.3373  -2.0405  -4.0101
H  5.6758  -0.7056  -4.0843
H  5.0950  -1.3169  -2.3911
H  0.2653  4.0321  -1.0685
H  3.0062  4.5896  -2.3093
H  2.1256  5.4652  -0.8901
H  3.3919  3.2425  0.6541
H  4.1472  4.9214  0.2556
H  4.5971  3.4825  -0.8754
H  -1.6416  3.0429  -0.1120
H  -1.9449  2.0149  1.4918
H  -1.0403  4.9653  1.6603
H  1.6485  4.7799  2.4351
H  1.5893  2.6823  2.4979
F  6.6018  0.7987  -6.7488
Al  6.4411  1.6789  -8.3117
F  6.9362  3.3959  -8.0875
F  4.7278  1.6153  -8.8631
F  7.4986  0.9058  -9.5477



An isolated molecule of C4H5NO2S, computed with ωB97M-V/def2-TZVPD.

SMILES	C=COC(=O)/C=N\S
frontier orbital gap	9.089	eV
total charge	0
lowest unoccupied orbital energy	-0.0106	hartree
HOMO level	-9.38	eV
strongest force on any atom	0.01606	Eh/bohr

Geometry (Å):
C  3.8764  0.0780  -0.0006
C  2.6518  -0.4059  0.0007
O  1.5849  0.4999  0.0001
C  0.3326  -0.0187  -0.0011
O  0.0837  -1.2005  -0.0017
C  -0.6541  1.0928  0.0070
N  -1.9298  1.0096  0.0003
S  -2.8776  -0.3604  -0.0015
H  4.1140  1.1439  -0.0103
H  4.7067  -0.6267  -0.0011
H  2.3745  -1.4432  0.0132
H  -0.2448  2.0893  -0.0128
H  -1.9906  -1.3382  0.0106



A cluster of 2 separate species, C8H9BrO2S in total in a non-equilibrium geometry, computed with ωB97M-V/def2-TZVPD.

frontier orbital gap (spin up / spin down)	8.093 / 5.382	eV
total charge	0
lowest unoccupied orbital energy (spin up / spin down)	-0.0068 / -0.0672	hartree
HOMO level (spin up / spin down)	-8.28 / -7.21	eV
strongest force on any atom	0.09021	Eh/bohr

Geometry (Å):
C  0.7904  -2.3243  1.0041
C  1.7023  -2.1623  -0.0247
C  -0.3963  -1.6137  0.9950
C  1.3973  -1.1388  -0.9475
C  -0.8475  -0.6764  0.0674
C  0.1900  -0.3596  -0.9530
C  -2.0246  0.1158  0.2396
C  0.9675  2.5492  -1.0004
O  -1.7713  1.2841  1.0240
O  -0.0823  0.4055  -1.8715
S  -0.2590  3.6517  -1.0051
Br  1.6418  1.7969  0.5313
H  1.1357  -2.8706  1.9427
H  2.6827  -2.6235  0.0230
H  -1.0988  -1.7441  1.8351
H  2.1530  -0.8043  -1.6147
H  -2.5059  0.5065  -0.7037
H  -2.8770  -0.3703  0.7011
H  1.5080  2.3833  -1.9207
H  -1.2379  0.9260  1.7461
H  -1.0681  3.0689  -0.0681



A structure of composition C52H54GeMoN3OP2S2 in a non-equilibrium geometry, computed with ωB97M-V/def2-TZVPD.

frontier orbital gap (spin up / spin down)	5.727 / 5.727	eV
total charge	+1
lowest unoccupied orbital energy (spin up / spin down)	-0.1674 / -0.1674	hartree
HOMO level (spin up / spin down)	-10.28 / -10.28	eV
strongest force on any atom	0.05237	Eh/bohr

Geometry (Å):
Mo  0.6223  -0.3388  0.3726
C  3.7577  -0.2874  -0.8632
C  2.7148  0.3974  -0.0211
N  2.4009  -0.1837  1.1618
N  2.7615  0.1966  2.3662
C  1.8566  0.0379  3.2775
S  0.2615  -0.4313  2.7886
S  2.2663  0.1987  4.9666
C  2.8637  1.9481  4.9839
C  1.6641  2.8221  5.1268
C  1.3186  3.3412  6.3685
C  0.1631  4.0865  6.5168
C  -0.6625  4.3089  5.4278
C  -0.3195  3.8022  4.1854
C  0.8382  3.0641  4.0348
C  2.6639  1.8745  0.0223
C  3.7689  2.7073  -0.0881
C  3.6278  4.0761  0.0351
C  2.3771  4.6249  0.2959
C  1.2621  3.8234  0.3933
C  1.3754  2.4335  0.2304
O  0.3049  1.6744  0.1911
H  4.7465  0.0432  -0.5359
H  3.7017  -1.3654  -0.7246
H  3.6490  -0.0496  -1.9183
H  3.5259  2.0129  5.8451
H  3.4141  2.1174  4.0617
H  1.9578  3.1554  7.2189
H  -0.0966  4.4866  7.4852
H  -1.5716  4.8789  5.5465
H  -0.9587  3.9707  3.3321
H  1.1007  2.6652  3.0618
H  4.7471  2.2794  -0.2511
H  4.4905  4.7170  -0.0620
H  2.2765  5.6922  0.4173
H  0.2908  4.2502  0.5882
C  -2.6126  0.3667  -1.0956
N  -2.1366  -0.4213  -2.1954
C  -1.1239  0.1892  -2.9994
P  0.6154  0.1736  -2.2417
C  1.4148  -0.7438  -3.6174
C  2.1761  -1.8906  -3.4395
C  2.6938  -2.5649  -4.5347
C  2.4537  -2.1036  -5.8168
C  1.7179  -0.9426  -6.0028
C  1.2058  -0.2660  -4.9147
C  1.1550  1.8621  -2.6980
C  0.3444  2.9647  -2.4374
C  0.7566  4.2388  -2.7823
C  1.9857  4.4329  -3.3865
C  2.8047  3.3461  -3.6394
C  2.3991  2.0722  -3.2897
C  -2.9688  -1.3551  -2.8534
C  -4.3247  -1.1257  -3.0690
C  -5.0886  -2.0582  -3.7474
C  -4.5086  -3.2196  -4.2290
C  -3.1559  -3.4481  -4.0285
C  -2.3907  -2.5256  -3.3398
P  -1.8373  -0.2637  0.4739
C  -2.7369  -1.8087  0.8252
C  -2.1872  -2.6251  1.8135
C  -2.7817  -3.8200  2.1641
C  -3.9229  -4.2412  1.5011
C  -4.4765  -3.4383  0.5199
C  -3.9027  -2.2206  0.1922
C  -2.5580  0.8685  1.7126
C  -2.7209  2.2290  1.4516
C  -3.3208  3.0508  2.3915
C  -3.7016  2.5444  3.6236
C  -3.4927  1.2066  3.9094
C  -2.9455  0.3700  2.9551
H  -3.7002  0.3421  -0.9828
H  -2.2936  1.4090  -1.2134
H  -1.3808  1.2353  -3.2350
H  -1.0596  -0.3623  -3.9401
H  2.3791  -2.2597  -2.4445
H  3.2859  -3.4557  -4.3846
H  2.8384  -2.6383  -6.6703
H  1.5408  -0.5589  -6.9965
H  0.6572  0.6535  -5.0713
H  -0.6062  2.8368  -1.9377
H  0.1227  5.0858  -2.5699
H  2.3024  5.4256  -3.6636
H  3.7651  3.4902  -4.1090
H  3.0497  1.2374  -3.5085
H  -4.7853  -0.2068  -2.7359
H  -6.1378  -1.8654  -3.9151
H  -5.1056  -3.9385  -4.7668
H  -2.6934  -4.3469  -4.4085
H  -1.3362  -2.6979  -3.1735
H  -1.2812  -2.3078  2.3111
H  -2.3493  -4.4229  2.9478
H  -4.3760  -5.1884  1.7490
H  -5.3657  -3.7574  -0.0012
H  -4.3733  -1.6163  -0.5648
H  -2.3762  2.6554  0.5199
H  -3.4951  4.0922  2.1590
H  -4.1567  3.1910  4.3585
H  -3.7624  0.8062  4.8745
H  -2.8238  -0.6796  3.1760
C  0.2936  -5.4297  0.5456
Ge  1.2700  -3.7266  0.9247
C  3.1884  -3.8839  0.3969
C  1.3344  -3.5392  2.9065
C  0.3270  -2.3966  -0.2907
H  0.6742  -6.2209  1.1832
H  0.4112  -5.7353  -0.4889
H  -0.7674  -5.3151  0.7446
H  3.6116  -4.7560  0.8878
H  3.7535  -3.0176  0.7317
H  3.3320  -4.0095  -0.6717
H  1.7135  -4.4804  3.2982
H  0.3711  -3.3593  3.3692
H  2.0149  -2.7525  3.2221
H  -0.7116  -2.7402  -0.2956
H  0.7074  -2.6597  -1.2826



A cluster of 2 separate species, C6H8BrI2NO2 in total in a non-equilibrium geometry, computed with ωB97M-V/def2-TZVPD.

frontier orbital gap (spin up / spin down)	6.566 / 7.503	eV
total charge	0
lowest unoccupied orbital energy (spin up / spin down)	-0.0467 / -0.0002	hartree
HOMO level (spin up / spin down)	-7.84 / -7.51	eV
strongest force on any atom	0.05750	Eh/bohr

Geometry (Å):
C  -2.0504  0.1204  -0.1224
C  -1.4501  -1.0621  -0.6796
C  3.2616  0.6277  0.5083
C  -3.3080  0.7261  -0.5651
C  -0.7116  -1.7805  0.2248
C  1.2394  1.6494  0.5818
N  3.7536  -0.5408  0.0905
O  3.7133  1.6239  1.0078
O  1.8692  0.4981  0.3387
Br  -0.0475  2.0760  -0.5991
I  -5.2954  -0.3481  -0.0413
I  0.1232  -3.5551  -0.3967
H  -1.6372  0.3893  0.8989
H  -1.5369  -1.5256  -1.6764
H  -3.5646  1.6499  -0.1122
H  -3.3619  0.5733  -1.6944
H  -0.7239  -1.3765  1.2537
H  1.7934  2.4083  1.0458
H  4.7353  -0.7574  -0.0949
H  3.1985  -1.3962  0.0318



A structure of composition AlH10O5 in a non-equilibrium geometry, computed with ωB97M-V/def2-TZVPD.

frontier orbital gap (spin up / spin down)	10.183 / 5.454	eV
total charge	+2
lowest unoccupied orbital energy (spin up / spin down)	-0.3464 / -0.5137	hartree
multiplicity	2
HOMO level (spin up / spin down)	-19.61 / -19.43	eV
strongest force on any atom	0.02832	Eh/bohr

Geometry (Å):
Al  -0.0554  0.1299  0.6812
O  -2.0123  0.4422  -1.4732
H  -1.8107  0.1772  -2.3706
H  -2.6827  1.1188  -1.5675
O  2.7425  1.1421  0.8510
H  3.2397  1.8266  0.4032
H  3.1602  1.0642  1.7087
O  -0.6856  -2.2144  -0.8343
H  -0.3367  -3.1054  -0.8587
H  -1.3389  -2.1933  -1.5336
O  -0.8172  -1.9761  2.6316
H  -1.4721  -1.6707  3.2595
H  -0.5026  -2.8033  2.9963
O  0.6656  2.4116  -1.0984
H  1.4010  2.2952  -1.7000
H  0.5052  3.3553  -1.0952



An isolated molecule of C5H8O in a non-equilibrium geometry, computed with ωB97M-V/def2-TZVPD.

frontier orbital gap	8.702	eV
total charge	0
lowest unoccupied orbital energy	0.0143	hartree
HOMO level	-8.31	eV
strongest force on any atom	0.02793	Eh/bohr

Geometry (Å):
C  -1.3319  -0.9255  -0.5561
C  -0.5920  0.3856  -0.6709
C  -0.1484  1.1079  0.5846
C  0.8533  0.5351  -0.3700
C  1.5111  -0.9943  1.1861
O  1.7838  -0.4690  0.0114
H  -1.0235  -1.4911  0.3278
H  -2.4063  -0.7264  -0.4835
H  -1.1604  -1.5468  -1.4407
H  -0.9032  1.0166  -1.4983
H  -0.3465  0.5890  1.5210
H  -0.1875  2.1903  0.6491
H  1.4478  1.2489  -0.9223
H  2.5038  -0.9202  1.6617



Question: Which formula does entry 6 have?
Answer: AlH10O5



Question: The lowest total charge belongs to which entry?
Answer: C31H40AlBrF5INO3S